The ion CH4N3 with charge +1 in a non-equilibrium geometry. Source: the OMol25 dataset; level of theory: wB97M-V/def2-TZVPD.

**Energy relative to the best compared isomer or geometry (same formula, charge and spin)**: 242.9 kJ/mol
**Charge**: +1
**Multiplicity**: 3
**Highest occupied orbital energy (alpha / beta)**: -0.4313 / -0.6808 hartree
**Expectation value of S²**: 2.01

Geometry as XYZ:
```
8
Properties=species:S:1:pos:R:3:lowdin_spin:R:1
C -0.16 -0.51 -0.25 0.11
N -0.67 1.78 -1.20 0.63
N -0.43 0.73 -0.80 0.39
N 0.57 -0.20 0.90 0.81
H 0.20 -1.16 -1.04 0.02
H -1.11 -0.98 -0.24 0.00
H 1.42 0.27 0.86 0.02
H 0.19 0.08 1.76 0.02
```